DFT (the ωB97M-V functional and the def2-TZVPD basis) results for a cluster of 3 separate species, C17H33F3IN2O3S in total.

The value obtained for the HOMO-LUMO gap is 9.14 eV. The total charge is +1. Its total energy is -1998.00069 a.u. The multiplicity is 1. As for the HOMO energy: -12.023 eV.

XYZ file:
```
60
Properties=species:S:1:pos:R:3:forces:R:3
C -3.296360 2.500029 0.564635 0.02 0.07 0.02
C -2.811569 2.774839 -0.863946 0.07 -0.09 0.11
I -3.653427 4.577816 -1.651516 -0.08 -0.01 -0.05
C -1.281893 2.891335 -0.960658 -0.15 -0.06 -0.04
C -0.628868 1.580975 -0.657594 0.07 0.24 0.31
C -0.719674 0.398939 -1.302469 -0.19 -0.34 -0.38
N 0.051669 -0.520522 -0.630280 0.05 -0.04 0.00
C 0.191674 -1.923013 -1.008260 0.13 -0.20 -0.13
C -1.002625 -2.771726 -0.556148 -0.14 -0.07 -0.04
O -1.052627 -3.872981 -1.415712 0.04 0.07 -0.03
C -0.891318 -3.213172 0.934217 -0.01 -0.08 0.33
F 0.151484 -2.591702 1.563535 -0.37 -0.18 -0.16
F -2.009728 -2.857863 1.604815 0.42 -0.17 -0.20
F -0.713467 -4.525768 1.070372 -0.07 0.53 -0.03
C 0.622946 0.083696 0.403308 0.16 -0.21 0.03
N 0.224633 1.347786 0.417112 -0.14 0.32 0.11
S 0.684423 2.573186 1.550931 0.21 0.13 0.12
H -2.473572 2.135633 1.188159 -0.06 -0.09 -0.04
H -4.090731 1.753482 0.573917 0.01 0.08 0.02
H -3.676616 3.401930 1.043760 0.05 -0.06 -0.02
H -3.160981 1.991576 -1.536416 0.06 0.10 -0.03
H -0.988425 3.194283 -1.967585 0.00 0.08 0.09
H -0.946769 3.660348 -0.261512 0.07 -0.01 -0.10
H -1.262927 0.140006 -2.198326 0.08 -0.03 0.04
H 0.259519 -1.967564 -2.096534 -0.13 -0.02 0.07
H 1.124577 -2.307696 -0.598964 -0.03 0.05 -0.03
H -1.921887 -2.176680 -0.606896 0.11 0.04 -0.05
H -1.958810 -4.180331 -1.528291 0.04 -0.05 0.08
H 1.296356 -0.377949 1.107028 -0.05 0.03 -0.03
H 0.948425 1.724598 2.558554 -0.07 -0.02 0.05
C 1.652858 -0.084904 6.179755 -0.05 0.04 -0.03
C 2.433661 1.207791 6.026082 0.08 -0.02 0.03
O 1.782553 2.188285 5.226191 -0.06 -0.05 -0.17
C 0.524023 2.636489 5.709989 -0.19 0.04 -0.07
C 0.552472 3.276718 7.084635 0.17 -0.04 0.02
H 1.408395 -0.508524 5.203103 0.01 -0.02 0.00
H 2.251112 -0.812290 6.728327 0.01 -0.01 -0.01
H 0.722781 0.056905 6.730676 0.02 0.00 0.02
H 3.377283 1.016682 5.515343 0.00 0.01 0.00
H 2.681362 1.622837 7.007345 -0.03 0.01 0.00
H -0.203963 1.816427 5.689628 0.01 -0.01 0.03
H 0.193959 3.373253 4.974393 -0.01 0.00 0.01
H 0.821540 2.563939 7.864429 -0.03 -0.01 0.00
H -0.434969 3.670232 7.325593 0.00 0.01 -0.02
H 1.270398 4.096859 7.110899 -0.01 0.01 0.00
C 2.124515 -2.690673 -4.684013 -0.01 0.10 0.10
C 0.672152 -2.899506 -5.074745 0.00 -0.06 0.05
O -0.053319 -1.688827 -5.229105 -0.02 0.03 0.11
C 0.405008 -0.821778 -6.260532 0.01 0.05 -0.05
C 0.364665 -1.434522 -7.647744 -0.02 -0.06 0.03
H 2.166785 -2.048207 -3.800074 0.11 -0.04 0.03
H 2.595236 -3.645433 -4.449164 -0.03 -0.01 0.03
H 2.722286 -2.215197 -5.461316 -0.08 -0.03 -0.07
H 0.150131 -3.427356 -4.273903 0.01 -0.04 -0.02
H 0.594536 -3.527065 -5.967537 0.00 0.07 -0.04
H 1.412696 -0.455363 -6.033878 0.01 -0.04 0.01
H -0.265186 0.036988 -6.215972 0.00 0.00 0.00
H 1.059868 -2.268000 -7.751394 0.03 0.02 -0.01
H 0.641663 -0.683613 -8.387794 -0.01 0.01 0.00
H -0.637934 -1.795632 -7.878450 0.00 0.01 -0.01
```
Forces are in eV/Å.

natural (NBO) population analysis, charges in e, atoms 1 to 6: number 1, C, carries -0.65; number 2, C, carries -0.30; number 3, I, carries 0.13; number 4, C, carries -0.48; number 5, C, carries 0.16; number 6, C, carries -0.06



DFT (the ωB97M-V functional and the def2-TZVPD basis) results for an isolated molecule of C17H33NO2.

The value obtained for the HOMO-LUMO gap is 8.87 eV. As for the SMILES: COC(=O)CCCCCCCCCCN1CCCCC1. Its total energy is -872.80711 a.u. The multiplicity is 1. As for the HOMO energy: -8.023 eV.

XYZ file:
```
53
Properties=species:S:1:pos:R:3:forces:R:3
C 0.297025 2.720546 2.768927 -0.38 0.04 -0.02
O 1.429075 1.872819 2.626159 0.34 0.04 0.07
C 1.194426 0.643611 2.148906 0.22 -0.01 0.00
O 0.095496 0.243713 1.866071 -0.13 -0.01 0.00
C 2.480751 -0.130547 1.992466 -0.22 -0.24 0.02
C 2.255981 -1.640082 2.083715 0.14 0.04 -0.04
C 3.415627 -2.446695 1.494595 -0.09 0.16 -0.06
C 3.547212 -2.367263 -0.032451 0.06 -0.25 0.04
C 2.857155 -3.501473 -0.796021 -0.11 0.08 0.07
C 1.336794 -3.572251 -0.648517 0.23 0.21 -0.24
C 0.615007 -2.317593 -1.136590 -0.17 -0.39 0.12
C -0.906285 -2.460890 -1.039521 0.04 0.31 0.10
C -1.614785 -1.117805 -0.869800 -0.04 0.02 -0.28
C -1.432854 -0.191868 -2.081528 -0.01 -0.20 0.22
N -1.983110 1.142784 -1.955518 -0.03 0.05 -0.01
C -3.423242 1.188841 -1.802643 -0.11 0.16 -0.25
C -3.913061 2.615761 -2.039846 -0.10 -0.13 0.27
C -3.252282 3.561059 -1.042340 0.09 0.06 -0.27
C -1.737978 3.422265 -1.154038 -0.04 -0.12 0.26
C -1.334670 1.963068 -0.951380 0.10 0.27 -0.13
H 0.653327 3.626201 3.252573 0.00 -0.04 -0.03
H -0.127734 2.950975 1.789643 0.00 0.01 0.08
H -0.466147 2.232859 3.378708 0.04 0.08 -0.05
H 3.198436 0.220932 2.734057 0.03 0.01 -0.06
H 2.875937 0.130601 1.006575 0.03 0.08 0.01
H 2.132562 -1.913261 3.134137 -0.10 0.00 0.00
H 1.325294 -1.881205 1.573517 -0.05 -0.03 0.05
H 3.297657 -3.492805 1.783539 0.07 -0.06 0.06
H 4.341090 -2.088523 1.952548 0.04 -0.08 0.06
H 3.168228 -1.411529 -0.394282 0.06 0.12 -0.06
H 4.608165 -2.406042 -0.291989 -0.03 0.10 -0.04
H 3.281738 -4.453106 -0.465244 0.08 -0.02 -0.05
H 3.098517 -3.388527 -1.856529 0.03 -0.08 -0.04
H 1.079520 -3.756886 0.396022 -0.10 -0.06 0.07
H 0.979528 -4.429643 -1.225496 -0.07 -0.06 0.08
H 0.915799 -1.463275 -0.530105 0.07 0.16 0.00
H 0.908633 -2.114225 -2.168425 0.09 0.10 -0.02
H -1.290356 -2.975840 -1.923343 -0.03 -0.11 -0.01
H -1.146443 -3.078354 -0.170152 -0.01 -0.09 -0.03
H -2.681136 -1.298376 -0.715626 -0.04 0.05 0.07
H -1.222373 -0.628832 0.023362 -0.05 0.00 0.06
H -0.366383 -0.072929 -2.290190 0.01 -0.06 -0.07
H -1.895861 -0.652973 -2.960652 0.09 -0.05 -0.03
H -3.868984 0.514815 -2.538778 -0.02 -0.05 0.06
H -3.744928 0.863655 -0.796706 -0.02 -0.04 -0.04
H -3.646019 2.915449 -3.054427 -0.04 -0.01 -0.07
H -4.999712 2.653056 -1.942126 -0.04 0.01 -0.04
H -3.555649 4.592142 -1.235453 -0.04 0.01 0.08
H -3.568044 3.299896 -0.028827 -0.04 0.03 0.06
H -1.418537 3.739803 -2.147946 0.08 0.04 -0.02
H -1.239721 4.053278 -0.414168 0.05 0.03 -0.01
H -0.252549 1.855330 -1.067665 0.00 -0.05 0.08
H -1.601610 1.652187 0.073969 0.08 -0.02 -0.01
```
Forces are in eV/Å.

natural (NBO) population analysis, charges in e, atoms 1 to 6: number 1, C, carries -0.26; number 2, O, carries -0.51; number 3, C, carries 0.81; number 4, O, carries -0.61; number 5, C, carries -0.51; number 6, C, carries -0.40



DFT (the ωB97M-V functional and the def2-TZVPD basis) results for the ion C17H34N with charge +1 at a distorted geometry.

The value obtained for the HOMO-LUMO gap is 10.90 eV. As for the SMILES: C#CC[N+](C)(C)CCCCCCCCCCCC. The total charge is +1. Its total energy is -722.60128 a.u. The multiplicity is 1. As for the HOMO energy: -13.257 eV.

XYZ file:
```
52
Properties=species:S:1:pos:R:3:forces:R:3
C 3.136326 -0.405898 4.260795 -0.11 -0.24 -0.69
C 2.917443 -0.783279 3.146443 0.01 0.15 0.37
C 2.672619 -1.249781 1.795418 0.75 -0.33 0.12
N 1.318420 -0.867898 1.294902 0.02 0.05 -0.01
C 1.207278 0.604476 1.309784 -0.08 1.00 0.08
C 0.285814 -1.430322 2.181087 -0.68 -0.36 0.61
C 1.133464 -1.328197 -0.116899 0.02 -0.45 -0.89
C 1.060970 -2.844157 -0.346733 -0.25 0.00 0.16
C -0.361684 -3.408893 -0.482604 0.05 -0.11 -0.21
C -0.927662 -3.347089 -1.906271 0.03 0.18 0.03
C -1.065155 -1.949704 -2.513676 -0.27 -0.21 0.23
C -2.064031 -1.052345 -1.777714 0.38 0.17 -0.30
C -1.859606 0.426614 -2.102207 -0.33 -0.13 0.38
C -2.781731 1.325998 -1.279374 0.15 0.19 -0.32
C -2.451499 2.813166 -1.418635 0.07 -0.26 0.31
C -1.173859 3.217700 -0.684228 -0.27 0.29 -0.29
C -0.907182 4.718072 -0.778524 0.25 -0.23 0.19
C 0.372632 5.114247 -0.052021 -0.23 0.06 -0.15
H 3.342141 -0.080708 5.238171 0.13 0.20 0.59
H 2.770242 -2.338233 1.776586 -0.12 0.14 -0.16
H 3.426120 -0.822782 1.126638 -0.21 -0.07 -0.10
H 1.949630 1.047579 0.647838 0.04 -0.16 -0.04
H 1.376805 0.976934 2.318951 -0.02 -0.13 -0.03
H 0.217468 0.913768 0.977925 -0.02 -0.18 -0.04
H 0.441931 -1.071605 3.197654 0.07 0.05 -0.12
H -0.700789 -1.118992 1.843923 0.07 0.05 -0.14
H 0.334564 -2.516616 2.184734 0.09 0.02 -0.09
H 0.209881 -0.874499 -0.473753 0.06 0.16 0.13
H 1.962193 -0.907990 -0.691137 -0.05 0.14 0.16
H 1.597982 -3.069887 -1.269280 0.12 0.05 0.05
H 1.584962 -3.379213 0.445903 0.11 -0.01 -0.01
H -1.044217 -2.910808 0.205360 -0.03 -0.01 0.13
H -0.337042 -4.461641 -0.196505 -0.04 0.02 0.10
H -0.286718 -3.943326 -2.558423 -0.01 -0.12 0.00
H -1.910358 -3.821044 -1.894568 -0.02 -0.09 -0.05
H -0.084833 -1.469147 -2.557006 0.09 0.09 -0.07
H -1.397057 -2.062602 -3.546394 0.11 0.06 -0.07
H -3.079193 -1.345801 -2.046212 -0.08 -0.06 0.08
H -1.978399 -1.189327 -0.695600 -0.04 0.00 0.09
H -0.816856 0.698686 -1.912691 0.09 -0.01 -0.05
H -2.045354 0.594702 -3.163457 0.08 0.05 -0.10
H -2.724113 1.046426 -0.222078 -0.04 -0.05 0.06
H -3.810482 1.156857 -1.600488 -0.07 -0.08 0.07
H -2.357707 3.064859 -2.476174 -0.05 0.08 -0.08
H -3.280781 3.395652 -1.013609 -0.02 0.09 -0.06
H -0.315988 2.685699 -1.104681 0.09 -0.07 0.04
H -1.262994 2.940210 0.371350 0.03 -0.07 0.08
H -0.831157 5.003627 -1.829039 -0.08 0.04 -0.04
H -1.750533 5.260494 -0.348313 -0.07 0.03 -0.06
H 0.534681 6.185743 -0.127406 0.12 0.10 0.06
H 1.234125 4.609326 -0.485665 0.13 -0.04 -0.02
H 0.313238 4.852445 1.002982 0.03 -0.01 0.13
```
Forces are in eV/Å.

natural (NBO) population analysis, charges in e, atoms 1 to 6: number 1, C, carries -0.10; number 2, C, carries -0.11; number 3, C, carries -0.29; number 4, N, carries -0.19; number 5, C, carries -0.43; number 6, C, carries -0.43



DFT (the ωB97M-V functional and the def2-TZVPD basis) results for a structure of composition C17H34N17O7P2SeW.

The value obtained for the HOMO-LUMO gap (alpha / beta) is 6.60 / 6.27 eV. The total charge is +1. Its total energy is -5276.95558 a.u. Its expectation value of S² is 2.02. The multiplicity is 3. As for the HOMO energy (alpha / beta): -10.362 / -10.362 eV.

XYZ file:
```
79
Properties=species:S:1:pos:R:3:forces:R:3
W 0.070487 -0.175941 0.325135 -0.46 -0.19 -0.23
C 2.911165 3.862572 2.169344 -0.04 0.00 -0.03
C 2.180887 2.588295 1.751670 0.09 0.09 -0.04
O 2.670364 1.453793 2.445656 -0.09 -0.05 0.08
P 2.318003 2.317060 -0.067426 -0.21 0.04 0.00
O 2.026175 3.682032 -0.772351 0.10 -0.01 0.01
O 3.765987 1.941284 -0.469319 0.08 -0.09 -0.06
O 1.326106 1.251130 -0.515093 0.34 0.28 -0.06
P 0.369072 2.749619 1.944314 0.07 -0.02 0.05
O 0.056662 3.108022 3.453511 0.04 -0.03 -0.04
O -0.005707 3.847043 1.014904 -0.15 0.06 0.04
O -0.247709 1.357500 1.690206 0.36 -0.13 -0.06
H 3.975530 3.776926 1.940996 -0.01 0.00 -0.02
H 2.786073 4.001787 3.244499 -0.01 0.00 0.00
H 2.514721 4.742771 1.667754 0.02 0.00 0.02
H 3.402344 1.723938 3.011656 0.05 0.01 -0.05
H 1.245129 4.095162 -0.326931 -0.02 -0.01 0.03
H 3.836040 0.951950 -0.325184 0.01 0.14 0.01
H -0.105255 2.335246 4.010908 -0.02 0.00 0.01
N 1.591804 -2.237879 2.941490 0.09 -0.05 0.13
C 2.401788 -1.651831 2.024760 0.11 0.08 -0.29
N 3.707207 -1.842764 1.996611 -0.01 -0.17 0.28
N 4.133239 -1.128006 0.962320 -0.08 0.08 -0.19
N 3.159513 -0.547596 0.370357 0.13 0.01 0.06
N 1.994366 -0.847091 1.030163 -0.30 0.14 -0.01
C 0.302569 -1.836951 3.102019 -0.35 -0.02 -0.05
N -0.415112 -2.065389 4.179686 0.27 -0.13 0.12
N -1.603654 -1.508081 3.915261 -0.16 0.12 -0.21
N -1.616286 -0.963693 2.758629 -0.03 -0.06 0.22
N -0.398469 -1.174313 2.166576 0.17 0.18 -0.19
H 2.037327 -2.699402 3.720615 0.00 -0.02 -0.01
N -1.411102 2.081440 -0.746328 -0.24 0.12 0.17
C -2.598890 2.135616 -1.607197 0.05 -0.03 -0.06
C -2.253877 1.653523 -2.997390 -0.02 -0.05 -0.06
C -1.751723 0.220389 -3.035705 -0.09 0.00 0.00
N -0.448619 0.033975 -2.360121 0.01 0.11 0.40
H -1.565740 2.650295 0.079346 0.03 0.04 0.05
H -0.644409 2.553596 -1.213787 0.05 -0.01 -0.01
H -3.026764 3.140343 -1.650366 0.02 0.03 -0.01
H -3.375802 1.483362 -1.193656 -0.02 0.03 0.02
H -1.503839 2.316465 -3.446131 0.00 0.00 0.02
H -3.140485 1.728965 -3.629095 0.02 -0.03 -0.03
H -1.674795 -0.080429 -4.083357 0.06 -0.07 0.01
H -2.474332 -0.447536 -2.559156 0.00 0.04 0.03
H 0.178927 0.789634 -2.623962 0.03 0.02 0.05
H -0.033239 -0.807000 -2.735349 0.03 -0.04 -0.04
C -3.402917 -3.576320 1.530162 -0.01 0.01 -0.01
N -2.949039 -2.720746 0.428791 0.00 -0.02 0.02
C -2.044727 -3.317504 -0.507373 0.02 0.02 0.04
C -3.009239 -1.363491 0.513945 0.04 0.05 0.17
N -2.025442 -0.586454 0.092989 0.01 -0.30 -0.35
N -4.132067 -0.828179 1.020821 -0.09 0.03 -0.03
C -5.429579 -1.484868 0.923824 0.01 0.00 0.02
C -4.139575 0.517419 1.577483 -0.02 0.00 0.03
H -2.570696 -4.200721 1.859946 -0.01 0.01 0.00
H -4.224796 -4.221368 1.217879 -0.01 0.01 0.00
H -3.709036 -2.963397 2.373011 0.00 0.00 -0.01
H -2.430805 -4.296291 -0.796859 -0.01 0.00 0.00
H -0.633262 -2.825449 0.879529 -0.02 0.03 0.00
H -1.994489 -2.681392 -1.392762 -0.02 0.02 -0.05
H -2.362315 0.365537 0.056145 0.02 0.05 -0.09
H -5.375223 -2.326099 0.239174 0.00 0.00 0.00
H -6.155516 -0.769320 0.536324 0.00 0.00 0.00
H -5.777138 -1.834838 1.897610 0.02 0.01 0.00
H -3.155984 0.750595 1.979481 0.01 0.00 -0.01
H -4.851925 0.544454 2.401290 0.00 -0.01 0.00
H -4.446995 1.265814 0.840320 -0.01 -0.03 0.00
Se -0.454249 -6.440943 -0.263809 0.06 0.07 -0.08
N 0.442248 -5.585265 -1.433576 -0.06 -0.35 0.11
C 0.872831 -4.310592 -1.549519 0.07 0.43 -0.08
C 1.902791 -4.015075 -2.454157 -0.15 -0.15 0.08
C 2.359951 -2.719645 -2.562899 0.10 0.11 -0.08
C 1.781654 -1.727536 -1.799878 0.03 -0.09 -0.07
N 0.755784 -1.965224 -0.959624 0.13 -0.26 0.34
C 0.333116 -3.228430 -0.805319 -0.05 -0.03 0.01
N -0.705200 -3.465302 0.096175 0.01 -0.09 -0.04
H 2.333909 -4.823093 -3.030641 -0.01 0.02 0.01
H 3.173837 -2.470394 -3.229831 -0.02 0.00 0.02
H 2.132711 -0.709313 -1.844336 -0.01 0.05 -0.02
```
Forces are in eV/Å.

Mulliken population analysis, charges in e, atoms 1 to 6: number 1, W, carries 1.78; number 2, C, carries -1.83; number 3, C, carries 1.05; number 4, O, carries -0.49; number 5, P, carries 0.78; number 6, O, carries -0.60